C16H12Cl5F6LuN3O8S2 | wB97M-V/def2-TZVPD

Its orbital gap is 0.2555 Ha. The LUMO energy is 2.3 eV. For the calculated total energy, the calculation gives -6315.4807 Eh. Its total charge is -1. Its energy above the lowest of the compared OMol25 structures with the same formula, charge and spin is 2.52 kcal/mol.

Geometry as XYZ:
```
53
C16H12Cl5F6LuN3O8S2 wB97M-V/def2-TZVPD
Lu -0.370 0.471 0.887
Cl -4.324 -4.782 -0.856
C -3.760 -3.183 -0.535
C -4.522 -2.085 -0.895
Cl -6.065 -2.301 -1.642
C -4.033 -0.797 -0.646
Cl -4.946 0.598 -1.116
C -2.806 -0.582 -0.027
O -2.316 0.612 0.217
C -2.028 -1.719 0.364
O -0.875 -1.489 0.953
C -2.518 -2.992 0.087
Cl -1.532 -4.344 0.524
F 1.240 -2.951 1.863
C 1.903 -1.834 2.014
F 1.151 -0.913 2.670
F 2.981 -2.089 2.762
S 2.486 -1.043 0.419
O 1.317 -0.482 -0.231
O 3.235 -2.040 -0.261
N 3.397 0.107 1.014
S 2.736 1.534 1.083
O 2.963 2.381 -0.043
O 1.387 1.536 1.630
C 3.720 2.253 2.479
F 3.532 1.525 3.581
F 3.293 3.497 2.700
F 5.019 2.292 2.195
N -0.149 1.606 -1.147
C -0.374 2.744 -1.115
N -0.588 4.032 -1.132
C 0.177 4.881 -0.195
C -0.709 6.024 0.289
C -2.062 5.458 0.725
C -2.823 4.830 -0.462
C -1.875 4.527 -1.626
H 1.082 5.246 -0.689
H 0.476 4.268 0.656
H -0.837 6.771 -0.499
H -0.217 6.514 1.129
H -2.664 6.241 1.188
H -1.873 4.692 1.479
H -3.610 5.497 -0.821
H -3.291 3.898 -0.144
H -1.679 5.418 -2.224
H -2.303 3.770 -2.281
Cl -1.813 4.122 4.288
C -2.238 2.437 3.930
C -1.407 1.868 2.779
O -1.064 0.659 2.893
O -1.135 2.579 1.794
H -3.289 2.407 3.650
H -2.074 1.838 4.819
```

C16H12F3NO2S | wB97M-V/def2-TZVPD

Its orbital gap is 0.3130 Ha. The LUMO energy is 0.0 eV. For the calculated total energy, the calculation gives -1519.9921 Eh. Its SMILES is O=C(CSc1cccc(C(F)(F)F)c1)NC(=O)c1ccccc1. Its total charge is 0. Its energy above the lowest of the compared OMol25 structures with the same formula, charge and spin is 1.43 kcal/mol.

Geometry as XYZ:
```
35
C16H12F3NO2S wB97M-V/def2-TZVPD
O -2.018 -0.183 -2.626
C -1.005 0.408 -2.351
C 0.245 0.359 -3.195
S 0.558 -1.356 -3.735
C 0.526 -2.240 -2.211
C 0.222 -3.599 -2.260
C 0.154 -4.342 -1.099
C 0.368 -3.741 0.132
C 0.690 -2.392 0.173
C 0.877 -1.725 1.504
F 1.550 -2.483 2.382
F -0.313 -1.451 2.089
F 1.523 -0.552 1.433
C 0.788 -1.638 -0.987
N -0.965 1.156 -1.184
C 0.058 1.883 -0.587
O 1.101 2.133 -1.147
C -0.239 2.332 0.793
C -1.112 1.658 1.645
C -1.297 2.109 2.939
C -0.628 3.235 3.390
C 0.247 3.906 2.550
C 0.449 3.451 1.262
H 0.062 0.902 -4.124
H 1.120 0.778 -2.704
H 0.032 -4.056 -3.219
H -0.085 -5.392 -1.147
H 0.294 -4.307 1.047
H 1.085 -0.605 -0.919
H -1.840 1.112 -0.673
H -1.618 0.756 1.331
H -1.962 1.573 3.599
H -0.781 3.584 4.401
H 0.777 4.777 2.903
H 1.137 3.950 0.596
```

C16H12LuN2S2 | wB97M-V/def2-TZVPD

Its orbital gap (spin up / spin down) is 0.1821 / 0.2013 Ha. The LUMO energy (spin up / spin down) is -4.6 / -4.3 eV. For the calculated total energy, the calculation gives -2757.9823 Eh. Its total charge is +1.

Geometry as XYZ:
```
33
C16H12LuN2S2 wB97M-V/def2-TZVPD
Lu -3.072 9.247 5.032
C -5.516 11.267 7.158
C -4.987 10.765 8.371
C -4.437 9.489 8.329
C -4.309 8.802 7.082
N -4.923 9.275 5.955
C -5.557 10.464 6.043
C -3.361 7.759 6.972
C -2.336 7.691 7.983
C -1.098 7.184 7.674
C -0.957 6.580 6.388
C -2.055 6.544 5.528
N -3.229 7.206 5.740
H -5.968 12.277 7.074
H -5.004 11.348 9.309
H -4.107 8.989 9.250
H -6.138 10.760 5.178
H -2.589 8.033 8.984
H -0.254 7.272 8.371
H 0.020 6.183 6.020
H -1.987 5.977 4.609
S -0.081 12.452 4.512
C 0.117 12.344 6.241
C 0.820 13.018 7.241
C 0.681 12.632 8.573
C -0.114 11.559 8.952
C -0.792 10.823 7.975
C -0.659 11.216 6.640
S -1.116 10.675 5.046
H 1.413 13.907 6.971
H 1.309 13.217 9.295
H -0.224 11.301 10.004
H -1.414 9.982 8.234
```

Computed values of max |F| (unit: eV/Å) for the preceding records, in sequence: 1.728, 0.802, 2.401.